Record 1
The following is a quantum chemistry calculation of a cluster of 7 separate species, C32H59Br2N3O7P in total in a non-equilibrium geometry, from the Open Molecules 2025 dataset.

```
104
Properties=species:S:1:pos:R:3:forces:R:3
C -0.77057 -5.03959 1.60732 0.02 -0.91 1.54
C 0.45866 -4.05960 1.72446 -0.36 -0.37 -0.80
P 0.24273 -2.30554 0.99132 1.19 -0.95 -1.94
C -1.18322 -2.22112 -0.21047 -1.29 -0.56 0.09
N -0.06587 -1.28249 2.52615 -1.35 -0.91 0.84
C 1.33225 -1.04589 3.04781 1.51 0.84 0.57
C 2.46042 -0.65116 2.01632 1.13 0.79 0.48
C 3.52483 -1.79860 1.77130 -0.71 -0.25 -0.13
N 4.34400 -2.13420 2.92612 -0.61 0.64 0.00
O 3.64612 -2.35801 0.71415 0.04 0.62 0.33
C -0.91735 -2.06822 3.51756 -0.68 -1.16 1.27
C -0.41582 -2.38263 4.86752 -2.70 -0.90 -1.35
C -1.34984 -3.14846 5.67716 0.35 1.13 -2.60
C -2.61285 -3.47617 5.05176 -0.02 -0.77 1.82
N -3.10661 -3.16068 3.83830 2.42 0.93 0.27
C -2.25478 -2.44613 3.05417 1.14 0.03 1.23
C -0.85548 -0.03287 2.26848 -0.23 2.89 -0.29
Br -1.52276 0.73006 4.01061 0.34 -1.22 0.11
C -0.11748 1.19376 1.57363 -0.06 0.25 -0.83
C -0.01359 1.08880 -0.00236 -0.71 0.38 0.53
Br -1.31680 2.78887 1.85935 0.75 -0.12 -0.95
H -1.03202 -5.38183 2.65334 0.13 0.41 -1.01
H -0.49370 -5.98612 1.06943 -0.23 1.16 0.31
H -1.71389 -4.63937 1.17778 0.91 -0.10 0.09
H 0.88369 -4.00836 2.76680 -0.63 0.16 -0.97
H 1.29768 -4.49168 1.10415 -0.79 0.76 0.43
H -2.09671 -2.82968 0.03293 0.89 0.59 -0.20
H -0.79635 -2.63589 -1.18431 0.03 0.31 1.19
H -1.54267 -1.18825 -0.45688 0.62 -0.75 0.54
H 1.76340 -1.96442 3.53293 -1.14 0.81 -0.27
H 1.24512 -0.22489 3.81068 -0.01 -0.95 -0.56
H 3.06677 0.14882 2.54153 -0.65 -0.79 -0.42
H 2.13823 -0.18279 1.06340 0.09 -0.73 0.64
H 4.04536 -3.00667 3.36514 0.29 0.25 -0.29
H 5.33159 -2.16608 2.67495 -0.38 -0.34 -0.05
H 0.57692 -2.07620 5.24583 -0.89 -0.20 -0.35
H -1.07969 -3.46421 6.70725 -0.45 0.23 -0.98
H -3.30310 -4.09807 5.68110 0.62 0.68 -0.69
H -2.66995 -2.15510 2.05570 0.66 -0.30 0.94
H -1.77616 -0.18940 1.64494 0.97 -0.46 0.83
H 0.85003 1.49812 2.04417 -0.93 -0.47 -0.24
H 0.52225 0.16151 -0.33009 -0.37 0.85 0.20
H -1.08051 1.08814 -0.37093 1.10 -0.28 0.17
H 0.45645 2.02546 -0.42003 -0.24 -1.22 0.55
C 2.32725 1.90476 -3.22511 -0.29 0.06 0.18
C 2.99519 2.41081 -1.97511 -0.05 0.03 0.17
O 2.34351 2.81240 -1.02819 0.17 -0.02 -0.12
C 4.49831 2.40103 -1.94340 -0.13 0.03 0.31
H 1.24489 1.97055 -3.10904 0.07 0.04 -0.05
H 2.62498 2.51690 -4.07806 0.03 -0.14 -0.06
H 2.59883 0.86083 -3.39623 0.15 0.07 -0.13
H 4.88970 3.03373 -2.73970 0.07 -0.16 -0.02
H 4.86606 1.37871 -2.05765 0.02 0.04 -0.20
H 4.84250 2.79233 -0.98588 -0.02 0.02 -0.09
C -4.84353 -0.49033 -0.98801 0.37 -0.07 0.11
C -5.22616 -1.87700 -0.53868 0.00 -0.37 0.09
O -4.38108 -2.69722 -0.22481 -0.11 0.32 0.05
C -6.69229 -2.20520 -0.49746 0.10 -0.38 0.11
H -3.75666 -0.39043 -0.97172 -0.06 -0.02 -0.04
H -5.19527 -0.31910 -2.00661 -0.13 0.13 0.10
H -5.27492 0.25078 -0.31225 -0.20 0.02 -0.18
H -7.12230 -2.10924 -1.49661 -0.07 0.17 0.06
H -7.20667 -1.53639 0.19571 0.03 0.08 -0.25
H -6.82153 -3.23329 -0.15770 0.06 0.05 -0.06
C -8.28616 1.43777 3.34681 -0.24 -0.10 -0.23
C -7.30222 0.70730 2.47211 -0.18 -0.08 -0.18
O -7.65369 0.14155 1.45914 0.05 0.16 0.14
C -5.86034 0.70352 2.90210 0.17 -0.16 -0.21
H -9.28337 1.35612 2.91478 0.09 -0.01 0.02
H -8.29852 0.99381 4.34394 0.10 0.17 0.05
H -8.01633 2.49365 3.40900 0.06 -0.05 0.19
H -5.76617 0.22458 3.87853 0.05 0.19 0.07
H -5.47984 1.72597 2.94542 0.00 -0.03 0.21
H -5.26935 0.14043 2.17811 -0.05 0.01 0.05
C 2.47828 6.76616 -5.89155 0.02 -0.24 -0.24
C 1.82475 5.78938 -4.94860 -0.04 -0.28 -0.08
O 1.61531 4.64052 -5.27582 0.06 0.14 0.08
C 1.44203 6.29709 -3.58211 -0.12 -0.31 0.08
H 2.69857 6.26572 -6.83450 -0.03 0.02 0.08
H 1.80425 7.60217 -6.08736 0.13 0.11 0.12
H 3.41306 7.13002 -5.46084 -0.11 0.17 0.04
H 0.72224 7.11241 -3.67623 0.16 0.12 0.05
H 2.33151 6.64041 -3.05031 -0.07 0.18 -0.04
H 0.98324 5.48901 -3.01152 0.05 0.04 -0.05
C 7.09977 7.15262 -2.53836 -0.33 -0.02 -0.09
C 7.09434 5.65165 -2.40833 -0.25 -0.14 -0.07
O 6.09841 5.00092 -2.64728 0.20 0.19 0.01
C 8.37541 4.99101 -1.96966 -0.16 -0.31 -0.02
H 6.11493 7.49096 -2.86076 0.07 -0.04 0.03
H 7.32872 7.60890 -1.57358 0.19 0.04 -0.09
H 7.83677 7.45888 -3.28295 0.11 0.06 0.17
H 8.66033 5.35231 -0.97984 0.15 0.11 -0.11
H 9.16843 5.20234 -2.68918 0.07 0.13 0.15
H 8.22687 3.91217 -1.91922 -0.01 0.08 -0.02
C -1.73663 -6.49750 -2.72696 -0.21 0.20 0.30
C -0.53795 -5.74330 -2.21699 -0.02 0.11 0.11
O -0.63104 -4.96358 -1.28841 0.10 -0.14 -0.27
C 0.78003 -5.99242 -2.90159 0.14 0.26 0.27
H -2.61412 -6.22004 -2.14230 0.07 -0.01 -0.04
H -1.91783 -6.24417 -3.77303 0.08 -0.20 -0.04
H -1.57169 -7.57153 -2.62377 0.03 0.01 -0.22
H 0.70965 -5.71682 -3.95530 0.00 -0.22 -0.03
H 1.05584 -7.04416 -2.80622 -0.06 -0.01 -0.21
H 1.55304 -5.38364 -2.43143 -0.06 -0.04 -0.03
```
Forces are in eV/Å.

## Properties
- E_tot (a.u.) = -7434.69937
- gap between HOMO and LUMO (Ha) = 0.318
- charge = +1

These are the Mulliken partial charges, in e, on atoms 1 to 8:
1 C -1.139
2 C -0.611
3 P -0.258
4 C -0.278
5 N 0.596
6 C -0.983
7 C -0.134
8 C 0.077

---

Record 2
The following is a quantum chemistry calculation of a structure of composition C49H38BCaN13O6P2Se2 in a non-equilibrium geometry, from the Open Molecules 2025 dataset.

```
112
Properties=species:S:1:pos:R:3:forces:R:3
Ca -0.75244 0.49911 2.23435 0.84 0.04 0.82
C -3.87047 3.83867 3.35084 -0.08 -1.12 -0.29
C -3.43827 2.71386 2.63035 -0.17 0.85 0.06
N -2.21070 2.41499 2.99315 0.94 -1.48 -0.35
N -1.83199 3.25660 3.96556 -0.84 0.46 1.12
C -2.86692 4.09142 4.24986 0.23 0.72 -0.68
B -0.52447 2.97961 4.76520 0.12 0.38 0.01
N -0.59185 1.56795 5.44561 0.08 -2.31 -1.72
C -1.34498 1.23846 6.50262 -0.07 -0.05 -0.20
C -1.58981 -0.11520 6.47189 -1.48 -0.21 2.17
C -0.89360 -0.63130 5.39549 -0.57 0.26 -0.12
N -0.37215 0.34988 4.72209 1.25 2.61 -0.60
N 0.65674 3.09972 3.77888 -0.59 0.84 1.45
C 1.65281 3.98929 3.80155 0.12 2.09 1.68
C 2.61125 3.62775 2.92442 0.30 -0.80 -0.33
C 2.10393 2.43066 2.40414 1.32 -0.07 -1.77
N 0.93008 2.17992 2.89735 -0.85 -2.12 -1.01
N -0.21827 3.96147 5.93112 -0.71 -0.46 0.26
C 0.63925 3.58809 6.92923 0.75 2.08 -0.42
C 0.91082 4.70435 7.68412 -1.20 1.97 -0.35
C 0.00883 5.76405 7.12345 0.58 -2.58 -0.26
N -0.63104 5.25494 6.06607 0.55 -0.52 0.58
H -4.79666 4.29562 3.11538 -0.57 0.64 0.46
H -3.99930 2.18554 1.87115 0.45 -0.10 -0.10
H -2.78513 4.92078 4.92189 0.29 -0.06 0.38
H -1.62072 2.00230 7.20465 -0.33 0.01 0.14
H -2.33486 -0.60459 7.11054 0.81 0.01 -0.09
H -0.79604 -1.64002 5.02500 -0.13 0.03 0.02
H 1.68095 4.86484 4.45884 -0.35 -0.56 -0.18
H 3.55071 4.10117 2.77840 0.41 0.22 -0.26
H 2.51144 1.78605 1.62400 -0.12 0.17 0.37
H 1.21844 2.68833 6.91832 -0.26 -0.46 -0.11
H 1.72329 4.83188 8.40375 -0.68 -0.15 -0.07
H -0.33748 6.74783 7.43677 0.71 -0.22 0.12
Se 3.96735 -1.68514 -3.47406 1.13 -0.06 -0.27
P 2.01290 -1.07708 -3.34950 -2.27 -0.30 1.66
C 0.83428 -2.43753 -3.56109 -0.63 -0.12 -0.97
C 0.99910 -3.35407 -4.60540 -0.14 0.64 0.87
C -0.01832 -4.26407 -4.81316 1.31 -0.88 -0.57
C -1.18278 -4.32135 -4.07062 0.60 1.20 -1.38
C -1.41506 -3.30652 -3.14857 -0.22 -1.43 0.53
C -0.38337 -2.42235 -2.87508 0.03 0.51 0.54
C 1.46000 0.15588 -4.49983 0.44 2.29 -1.37
C 2.26209 1.33260 -4.61517 -0.81 -0.56 -0.50
C 1.94233 2.27891 -5.59029 0.11 0.41 0.59
C 0.76648 2.18169 -6.34882 1.16 1.29 -0.35
C -0.02476 1.07880 -6.24645 -0.47 -0.48 0.83
C 0.32431 0.10639 -5.29935 -0.34 -0.98 0.04
C 1.28723 -0.38933 -1.79580 2.23 -1.29 -0.46
C 1.33474 -0.74783 -0.45957 -0.07 0.29 1.66
N 0.51446 0.11703 0.21154 0.18 0.15 -2.09
N 0.01007 0.94323 -0.72498 -0.03 -0.31 0.67
N 0.47773 0.62887 -1.91521 -1.22 1.72 0.09
P 2.25366 -1.87634 0.60173 -0.73 -0.01 -0.02
Se 1.89465 -1.43811 2.65338 -0.01 -0.18 -0.18
C 1.73473 -3.50156 0.03849 -2.49 0.02 1.07
C 2.27281 -4.05519 -1.09119 1.15 1.88 -0.87
C 1.69590 -5.09546 -1.69797 -1.84 -2.25 0.00
C 0.50400 -5.65824 -1.21869 1.30 -1.08 -0.81
C -0.03663 -5.20679 -0.07450 -0.86 2.59 2.01
C 0.50476 -4.03963 0.52474 1.03 -0.29 0.93
C 3.94599 -1.69021 0.08322 -1.11 0.62 0.02
C 4.81233 -2.73247 -0.02786 0.61 -1.09 0.14
C 6.12500 -2.48014 -0.34581 -0.50 -0.31 0.31
C 6.58726 -1.20505 -0.54498 1.38 -0.29 -0.49
C 5.70158 -0.17856 -0.52812 -1.40 0.81 0.85
C 4.35034 -0.41226 -0.20754 2.12 0.07 -0.46
H 1.89462 -3.30378 -5.21535 -0.04 -0.26 0.04
H 0.19308 -5.03717 -5.54802 -0.37 0.09 -0.16
H -1.87303 -4.98613 -4.54784 -0.90 -0.47 0.89
H -2.32815 -3.39530 -2.55311 0.29 0.62 -0.30
H -0.49867 -1.65556 -2.10992 -0.33 -0.33 -0.16
H 3.03446 1.47521 -3.87259 0.43 0.11 -0.34
H 2.53268 3.19554 -5.75501 -0.14 -0.60 0.48
H 0.54971 3.08704 -6.94571 -0.19 -0.94 0.01
H -0.99081 0.99523 -6.72806 0.12 0.02 -0.10
H -0.38503 -0.70307 -5.14008 0.18 -0.07 -0.18
H 3.01190 -3.51656 -1.69061 0.37 -0.33 0.64
H 2.18072 -5.57196 -2.49961 0.39 -0.23 -1.27
H 0.07070 -6.53840 -1.66176 0.02 -0.12 -0.44
H -0.94834 -5.58024 0.38374 0.20 -0.31 -0.36
H 0.05710 -3.63416 1.47623 0.55 -0.36 -1.14
H 4.48883 -3.76536 0.09503 0.08 0.32 0.21
H 6.75131 -3.31780 -0.36264 1.15 -0.97 -0.24
H 7.65056 -1.03021 -0.76202 -0.52 -0.06 0.14
H 6.05891 0.82698 -0.61877 -0.02 0.45 -0.37
H 3.67658 0.39694 -0.24739 -0.77 0.79 0.21
O -3.72910 -1.44324 -1.47277 -1.02 -0.28 -2.03
C -3.36138 -2.02977 -0.51139 1.71 1.38 3.48
C -2.70948 -1.24342 0.67298 -0.28 2.65 0.86
O -2.48727 0.05283 0.89902 -1.54 -4.76 -2.03
C -2.45861 -2.17241 1.76025 1.09 -1.02 0.87
C -2.70596 -3.63515 1.33051 -2.90 9.58 -4.78
O -2.42098 -4.61371 1.76401 2.69 -8.86 5.06
C -3.33806 -3.53671 -0.05684 -0.03 1.43 -1.04
O -3.64173 -4.46959 -0.73368 -0.36 -0.53 -0.39
O -1.93130 -1.88323 2.83973 -0.18 0.34 -0.44
N -4.55506 -0.21511 -4.13801 0.87 -0.58 1.06
C -3.55979 0.65631 -4.57079 -1.04 0.15 2.89
O -3.20383 0.81004 -5.69947 0.43 -0.11 -1.66
C -3.09017 1.53160 -3.42220 -0.96 -0.46 0.32
C -1.88396 2.18874 -3.45741 -0.28 0.34 0.31
C -1.61583 3.08167 -2.43683 0.43 0.28 -1.03
C -2.47684 3.17701 -1.37261 1.10 1.10 1.57
N -3.60025 2.50046 -1.26516 -1.19 -0.61 -0.50
C -3.94214 1.73522 -2.31214 0.94 -0.02 -0.31
H -4.87618 -0.86669 -4.83663 0.05 -0.14 0.06
H -4.42464 -0.59340 -3.14829 -0.31 0.54 -2.09
H -1.19673 2.00728 -4.25434 0.26 0.14 -0.37
H -0.78161 3.75853 -2.56281 0.28 -0.23 0.49
H -2.14779 3.82292 -0.49656 -0.75 -0.78 -1.08
H -4.89504 1.20638 -2.33456 0.11 0.46 0.50
```
Forces are in eV/Å.

## Properties
- ⟨S²⟩ = 0.767
- E_tot (a.u.) = -9241.63390
- multiplicity = 2
- energy relative to the best compared isomer or geometry (same formula, charge and spin) (kcal/mol) = 21.5
- gap between HOMO and LUMO (spin up / spin down) (Ha) = 0.268 / 0.208
- charge = -1

These are the Mulliken partial charges, in e, on atoms 1 to 8:
1 Ca 2.150
2 C -1.333
3 C -0.301
4 N -0.361
5 N 0.277
6 C -0.216
7 B 0.197
8 N 0.527

---

Record 3
The following is a quantum chemistry calculation of a cluster of 2 separate species, C25H32N6O2 in total in a non-equilibrium geometry, from the Open Molecules 2025 dataset.

```
65
Properties=species:S:1:pos:R:3:forces:R:3
C -1.47198 6.86950 -1.51313 -0.18 -0.45 0.18
C -1.57569 5.49488 -0.83824 0.25 -0.16 -0.46
C -1.99595 4.35238 -1.79679 -0.23 0.39 -0.03
C -3.47353 4.53054 -2.20261 0.60 -0.27 -0.08
C -1.72796 2.95401 -1.16598 0.22 0.48 0.05
N -0.31560 2.77342 -0.75895 -1.71 -0.31 0.57
C 0.76108 2.82184 -1.55204 1.24 0.57 -1.74
C 2.05709 2.35286 -0.93231 -0.13 -0.07 0.01
O 0.76500 3.25684 -2.69413 -0.37 -0.05 0.38
C -2.24477 1.77608 -2.02002 1.53 -0.40 -1.05
O -1.53829 1.22768 -2.85799 -0.37 0.30 0.53
N -3.50030 1.36618 -1.78796 -1.14 0.07 0.52
C -4.15105 0.27336 -2.51033 0.46 0.19 -0.06
H -0.81895 6.80722 -2.38447 -0.03 0.09 -0.02
H -2.45441 7.22769 -1.81746 0.04 0.13 -0.11
H -1.04833 7.58319 -0.80614 -0.03 0.09 -0.09
H -2.27869 5.55475 -0.00631 -0.09 -0.09 0.15
H -0.59034 5.28398 -0.42488 0.01 -0.22 0.10
H -1.40634 4.43888 -2.70895 0.20 -0.15 0.05
H -4.12277 4.43943 -1.33196 -0.19 0.00 0.04
H -3.75241 3.79236 -2.95461 -0.14 -0.02 0.08
H -3.62420 5.50900 -2.65759 0.00 0.02 0.12
H -2.30994 2.92806 -0.24593 0.04 0.05 0.34
H -0.15346 2.42834 0.17115 -0.15 -0.11 0.00
H 1.96170 1.30561 -0.65088 0.12 -0.07 0.18
H 2.85246 2.45933 -1.66894 -0.15 0.02 0.09
H 2.28499 2.96057 -0.05920 0.11 -0.08 0.19
H -4.03822 1.86121 -1.09593 0.00 -0.07 -0.05
H -5.23395 0.33344 -2.39534 0.15 0.10 0.10
H -3.90377 0.33384 -3.57290 0.02 0.00 0.15
H -3.79595 -0.68559 -2.12910 -0.06 -0.04 -0.09
C -2.28078 -2.13256 1.45483 0.23 -0.04 0.19
C -2.01270 -3.25187 2.24778 0.24 0.38 0.06
C -0.93976 -3.23446 3.14516 -0.08 0.49 -0.30
C -0.12384 -2.09807 3.26454 -0.49 -0.16 -0.53
C 1.05414 -2.11411 4.21839 0.42 0.25 -0.47
N 2.19917 -1.35622 3.68630 -0.82 -0.21 0.96
C 2.96132 -1.78796 2.65072 -0.21 -0.02 0.16
N 4.02797 -1.04930 2.42725 1.59 0.97 -0.49
C 4.78055 -1.40029 1.38958 -0.48 -0.20 0.25
C 4.45653 -2.48104 0.59509 0.48 -0.10 -0.61
C 3.32279 -3.21382 0.91269 0.45 0.52 0.16
C 2.87959 -4.37984 0.13102 -0.37 -0.59 -0.23
C 3.64838 -4.96275 -0.88878 -0.51 -0.20 0.13
C 3.13101 -6.06156 -1.56886 0.00 0.10 0.08
C 1.87537 -6.55929 -1.22440 0.40 0.70 0.41
N 1.13588 -6.01437 -0.25102 0.14 0.19 0.04
C 1.62295 -4.94849 0.40922 0.27 -0.61 -0.73
N 2.59832 -2.85018 1.96115 -1.03 -0.82 0.08
C -0.41112 -0.97475 2.46855 -0.22 -0.46 0.03
C -1.47850 -0.99367 1.56420 0.14 -0.44 0.39
H -3.10354 -2.15389 0.74651 0.10 0.00 0.08
H -2.62727 -4.14265 2.15698 0.08 0.11 0.01
H -0.73147 -4.11944 3.73897 0.06 0.08 -0.03
H 0.73759 -1.67677 5.17082 0.29 0.10 -0.11
H 1.35884 -3.14809 4.41873 -0.14 0.08 -0.07
H 2.66991 -0.67357 4.26328 -0.23 -0.14 -0.07
H 5.66783 -0.81909 1.15758 -0.09 0.11 0.23
H 5.08688 -2.71666 -0.24909 -0.05 -0.05 -0.04
H 4.63160 -4.59301 -1.16285 -0.15 0.04 0.14
H 3.69300 -6.53801 -2.36435 0.00 0.07 0.07
H 1.48374 -7.41780 -1.76093 -0.18 0.06 0.18
H 0.99173 -4.52654 1.18533 0.11 -0.01 -0.10
H 0.21545 -0.09105 2.53739 0.02 -0.12 0.03
H -1.67700 -0.12969 0.93813 0.02 -0.05 0.04
```
Forces are in eV/Å.

## Properties
- SMILES string = CC[C@H](C)[C@H](NC(C)=O)C(=O)NC.c1ccc(CNc2nccc(-c3cccnc3)n2)cc1
- E_tot (a.u.) = -1450.91318
- energy relative to the best compared isomer or geometry (same formula, charge and spin) (kcal/mol) = 14.2
- gap between HOMO and LUMO (Ha) = 0.320
- charge = 0

These are the natural (NBO) partial charges, in e, on atoms 1 to 8:
1 C -0.603
2 C -0.393
3 C -0.225
4 C -0.614
5 C -0.101
6 N -0.618
7 C 0.684
8 C -0.708